Entry 1:
The following is a DFT calculation (ωB97M-V/def2-TZVPD) of 2 unconnected molecules or ions with the total composition CH3O4Si in a non-equilibrium geometry.

The total energy is -630.4619 Eh. Its spin multiplicity is 1. The calculation puts the HOMO energy at -3.73 eV. Its net charge is -1.

CARTESIAN COORDINATES (ANGSTROEM)
C1 -1.68026 0.15678 -0.04114
O1 -2.34914 -0.87442 -0.02164
O2 -2.38101 1.34511 -0.16385
O3 1.37782 -0.99102 -0.64854
O4 1.25555 1.72873 -0.25991
Si1 0.88914 0.30918 0.25001
H1 0.56479 -1.54121 -0.98212
H2 -1.66887 2.06493 -0.00482
H3 0.76552 -0.06073 1.54796



Entry 2:
The following is a DFT calculation (ωB97M-V/def2-TZVPD) of a single C3H5ClOS molecule in a non-equilibrium geometry.

The total energy is -1050.8923 Eh. The SMILES is S=COCCCl. Its spin multiplicity is 1. The calculation puts the HOMO energy at -9.16 eV.

CARTESIAN COORDINATES (ANGSTROEM)
S1 -2.66649 -0.29056 -0.47003
C1 -1.70844 1.01647 -0.33710
O1 -0.46383 1.02892 0.10372
C2 0.19483 -0.15183 0.68640
C3 1.25904 -0.77339 -0.31040
Cl1 2.59702 0.31935 -0.49687
H1 -1.95382 2.03130 -0.54962
H2 0.76514 0.25511 1.49967
H3 -0.43299 -0.97100 0.96689
H4 1.56179 -1.66007 0.18318
H5 0.84774 -0.80430 -1.27584



Entry 3:
The following is a DFT calculation (ωB97M-V/def2-TZVPD) of 6 unconnected molecules or ions with the total composition C31H58BClFN5O8P in a non-equilibrium geometry.

The total energy is -3017.6818 Eh. Its spin multiplicity is 1. The calculation puts the HOMO energy at -10.66 eV. Its net charge is +1.

CARTESIAN COORDINATES (ANGSTROEM)
C1 -0.29442 -3.23525 0.02713
C2 0.26263 -1.76749 0.29721
F1 -0.21481 -1.42281 1.59969
C3 -0.20637 -0.70747 -0.78192
B1 0.06599 -1.18631 -2.30071
N1 -0.58289 -0.56143 -3.50862
O1 1.00717 -2.21730 -2.57622
N2 -1.55743 -0.33385 -0.32436
C4 -2.73493 -1.06157 -0.75573
C5 -3.35671 -1.96582 0.24703
C6 -4.57498 -2.72425 -0.04756
C7 -5.24054 -2.62637 -1.36605
C8 -4.62988 -1.73887 -2.34705
C9 -3.40523 -0.97034 -2.04838
C10 -1.70606 0.92377 0.26097
N3 -2.73485 1.29110 1.00440
N4 -0.55279 1.67648 -0.17367
P1 -1.27984 2.90298 -1.24680
N5 -2.41499 2.20109 -2.38072
O2 -2.24202 3.91862 -0.29817
C11 0.45266 0.76079 -0.71398
O3 1.27900 1.14923 -1.77339
Cl1 1.69796 0.76386 0.67058
H1 -0.60697 -3.67092 1.01728
H2 -1.13797 -3.27355 -0.70386
H3 0.55210 -3.87746 -0.33625
H4 1.38167 -1.88946 0.32423
H5 0.17924 -0.08307 -4.01630
H6 -0.84380 -1.33690 -4.13193
H7 0.55284 -2.99889 -2.93913
H8 -2.94243 -2.09126 1.28003
H9 -5.03536 -3.37057 0.73805
H10 -6.17558 -3.18771 -1.58281
H11 -5.11419 -1.64233 -3.35124
H12 -3.02021 -0.29122 -2.83677
H13 -3.66556 1.04617 0.64676
H14 -2.65608 1.77534 1.89548
H15 -1.89345 1.53498 -2.96279
H16 -3.22205 1.77075 -1.91833
H17 -2.86627 4.36433 -0.90780
H18 0.79712 1.61987 -2.48156
C12 5.81970 1.58718 -2.19667
C13 5.05140 0.35904 -1.76070
C14 4.49991 -0.15505 -3.07766
O4 5.44305 0.21417 -4.09454
C15 6.38279 1.14648 -3.53491
H19 6.59119 1.89628 -1.49142
H20 5.13122 2.42360 -2.33746
H21 5.73952 -0.37596 -1.33182
H22 4.27284 0.56688 -1.02589
H23 3.54163 0.31984 -3.32044
H24 4.36213 -1.23837 -3.08049
H25 7.33880 0.62624 -3.41190
H26 6.52673 1.97987 -4.22462
C16 5.13355 5.45967 1.42183
C17 4.36567 4.22836 1.86009
C18 3.81575 3.71499 0.54144
O5 4.75814 4.08649 -0.47495
C19 5.69592 5.01913 0.08282
H27 5.90556 5.76999 2.12610
H28 4.44339 6.29660 1.28013
H29 5.05462 3.49439 2.28851
H30 3.58696 4.43421 2.59527
H31 2.85702 4.18796 0.29831
H32 3.67985 2.63119 0.53916
H33 6.65280 4.50026 0.20532
H34 5.83812 5.85251 -0.60711
C20 5.79451 -2.17348 -6.70262
C21 5.43288 -2.87639 -7.99785
C22 5.00663 -4.24713 -7.50319
O6 4.45386 -4.05964 -6.19348
C23 4.76080 -2.73331 -5.74402
H35 5.76718 -1.08622 -6.76940
H36 6.79828 -2.47142 -6.38595
H37 4.58617 -2.36977 -8.47093
H38 6.24999 -2.91894 -8.71836
H39 5.86424 -4.92201 -7.41301
H40 4.26299 -4.71508 -8.15121
H41 3.83479 -2.14691 -5.77187
H42 5.11945 -2.76842 -4.71395
C24 -5.85991 -1.00591 4.34835
C25 -6.64489 -2.21696 4.81181
C26 -7.20798 -2.74507 3.50552
O7 -6.26164 -2.40598 2.47785
C27 -5.30924 -1.47874 3.01547
H43 -5.08056 -0.69534 5.04529
H44 -6.53785 -0.16058 4.19378
H45 -5.96542 -2.95294 5.25099
H46 -7.41682 -1.98624 5.54554
H47 -8.15881 -2.26242 3.25836
H48 -7.36023 -3.82549 3.52050
H49 -4.35965 -2.01109 3.14582
H50 -5.15507 -0.65877 2.30891
C28 -4.28508 2.28835 8.23763
C29 -2.91604 1.64089 8.31812
C30 -3.25686 0.16819 8.18118
O8 -4.43544 0.08922 7.36564
C31 -4.99152 1.40377 7.22657
H51 -4.25864 3.33694 7.94028
H52 -4.78545 2.22061 9.20767
H53 -2.30267 1.96334 7.47110
H54 -2.37490 1.86884 9.23641
H55 -3.49053 -0.27773 9.15308
H56 -2.45271 -0.40749 7.71895
H57 -4.80112 1.74291 6.20123
H58 -6.07074 1.36357 7.38472



Entry 4:
The following is a DFT calculation (ωB97M-V/def2-TZVPD) of a single C25H29N3O4S molecule in a non-equilibrium geometry.

The total energy is -1833.4910 Eh. The SMILES is CCOC(=O)C1CCN([C@@H](c2cccnc2)c2c(NC(=O)c3ccco3)sc(C)c2C)CC1. Its spin multiplicity is 1. The calculation puts the HOMO energy at -7.57 eV.

CARTESIAN COORDINATES (ANGSTROEM)
C1 -6.46012 -0.47984 -0.37289
C2 -5.64696 0.20752 0.71414
O1 -4.24345 0.05577 0.49023
C3 -3.66053 -1.05371 0.95850
O2 -4.24105 -1.92692 1.54633
C4 -2.17304 -1.01602 0.68236
C5 -1.54872 -2.40647 0.65606
C6 -0.07980 -2.29139 0.23166
N1 0.47159 -0.98423 0.58150
C7 1.93698 -0.96981 0.52188
C8 2.44499 -1.57278 -0.76764
C9 2.18827 -0.98975 -2.00453
C10 2.70627 -1.57505 -3.14635
C11 3.47419 -2.72262 -3.01120
N2 3.73012 -3.28315 -1.84308
C12 3.22731 -2.72274 -0.75820
C13 2.47653 0.43534 0.62397
C14 1.81837 1.54941 0.17700
N3 0.55801 1.58354 -0.38413
C15 -0.02837 2.75177 -0.74998
O3 0.53216 3.83002 -0.62348
C16 -1.37263 2.61071 -1.31505
C17 -2.27668 3.57703 -1.67562
C18 -3.40975 2.89245 -2.16446
C19 -3.11534 1.56580 -2.07203
O4 -1.89043 1.38158 -1.56172
S1 2.72637 3.00170 0.39753
C20 4.03810 2.08782 1.08322
C21 5.27210 2.79707 1.52480
C22 3.76690 0.75204 1.13785
C23 4.71040 -0.28281 1.66301
C24 -0.01315 -0.57243 1.89207
C25 -1.49555 -0.19065 1.79238
H1 -6.26620 -1.54965 -0.36016
H2 -6.19802 -0.08172 -1.35030
H3 -7.51851 -0.31307 -0.19549
H4 -5.81998 1.28563 0.71412
H5 -5.89538 -0.21290 1.69392
H6 -2.01852 -0.52704 -0.28103
H7 -1.63853 -2.84942 1.64843
H8 -2.08338 -3.05398 -0.03894
H9 0.00392 -2.40344 -0.85342
H10 0.50062 -3.10514 0.69711
H11 2.34903 -1.56734 1.35654
H12 1.59568 -0.09022 -2.07138
H13 2.52310 -1.14682 -4.11973
H14 3.90593 -3.21605 -3.87183
H15 3.46520 -3.22354 0.17300
H16 0.07883 0.68167 -0.39154
H17 -2.13149 4.63388 -1.59238
H18 -4.31524 3.32673 -2.53505
H19 -3.67462 0.68753 -2.32690
H20 5.46508 2.62243 2.58338
H21 5.15664 3.86594 1.36668
H22 6.13993 2.45585 0.95990
H23 5.64071 0.17621 1.98231
H24 4.93210 -1.01894 0.89061
H25 4.27379 -0.80469 2.51471
H26 0.56853 0.28638 2.23177
H27 0.12678 -1.37967 2.62886
H28 -1.98158 -0.38964 2.74932
H29 -1.60748 0.87184 1.57337



Entry 5:
The following is a DFT calculation (ωB97M-V/def2-TZVPD) of 2 unconnected molecules or ions with the total composition CH4ClN3 in a non-equilibrium geometry.

The total energy is -664.7808 Eh. Its spin multiplicity is 1. The calculation puts the HOMO energy (spin up / spin down) at -7.29 / -7.26 eV.

CARTESIAN COORDINATES (ANGSTROEM)
C1 0.02892 -0.13767 0.03883
N1 -0.76056 -0.19120 -2.12466
N2 0.98933 -1.00282 0.23836
N3 -0.35231 0.71894 0.94617
Cl1 -1.61588 1.15764 -2.28060
H1 1.21897 -1.62387 -0.51744
H2 1.54289 -1.05661 1.09376
H3 -1.11408 1.34351 0.72787
H4 0.06272 0.79207 1.87769



Entry 6:
The following is a DFT calculation (ωB97M-V/def2-TZVPD) of 7 unconnected molecules or ions with the total composition C24H42O13 in a non-equilibrium geometry.

The total energy is -1917.8169 Eh. The SMILES is C[C@H]1COC(=O)O1.C[C@H]1COC(=O)O1.C[C@H]1COC(=O)O1.CC(C)=O.CC(C)=O.CC(C)=O.CC(C)=O. Its spin multiplicity is 1. The calculation puts the HOMO energy at -9.14 eV.

CARTESIAN COORDINATES (ANGSTROEM)
C1 5.70222 -7.11007 -9.54990
C2 6.39071 -8.25578 -10.30922
C3 5.47430 -9.50040 -10.35074
O1 5.47184 -9.87616 -11.73646
C4 5.88575 -8.85124 -12.47044
O2 5.82002 -8.80453 -13.65995
O3 6.41600 -7.88083 -11.68761
H1 5.95211 -6.11475 -9.92272
H2 6.00150 -7.16357 -8.50186
H3 4.62518 -7.16096 -9.70604
H4 7.36995 -8.51049 -9.90471
H5 4.44953 -9.33163 -10.02729
H6 5.87387 -10.29718 -9.72378
C5 3.73527 -7.01137 -17.89448
C6 4.98789 -6.79162 -18.73076
C7 4.90393 -7.04019 -20.23316
O4 5.52962 -5.85959 -20.76302
C8 5.52775 -4.89317 -19.83874
O5 5.77794 -3.75594 -20.06607
O6 5.20501 -5.38897 -18.63345
H7 3.40790 -8.06115 -17.91749
H8 2.82882 -6.46820 -18.15451
H9 3.97146 -6.89050 -16.83722
H10 5.80287 -7.31447 -18.22250
H11 3.87207 -7.11526 -20.57941
H12 5.43163 -7.94257 -20.53033
C9 9.21303 -5.17241 -17.79191
C10 9.90176 -3.91473 -17.25538
C11 11.09340 -4.22673 -16.33363
O7 12.05572 -3.28052 -16.80373
C12 11.73135 -2.81425 -18.00173
O8 12.41824 -2.06393 -18.63116
O9 10.54746 -3.31053 -18.39335
H13 9.84832 -5.99599 -18.11689
H14 8.48262 -4.99445 -18.58236
H15 8.58762 -5.59533 -16.99673
H16 9.19272 -3.18229 -16.87375
H17 11.39533 -5.26800 -16.44101
H18 10.81786 -4.06048 -15.29597
C13 9.08602 -0.71529 -12.29396
C14 10.00862 -1.58312 -13.11251
C15 11.12446 -2.22446 -12.28476
O10 9.85328 -1.89966 -14.26170
H19 8.39219 -1.44026 -11.85511
H20 8.51300 -0.00882 -12.88909
H21 9.65716 -0.25078 -11.49617
H22 11.78483 -2.75632 -12.97171
H23 10.75856 -3.00775 -11.61780
H24 11.65384 -1.45014 -11.73381
C16 6.62769 -5.92615 -14.81536
C17 6.67417 -4.40342 -14.76795
C18 6.65211 -3.82921 -13.36601
O11 6.84463 -3.72600 -15.75224
H25 6.26583 -6.37808 -15.73397
H26 6.02308 -6.24891 -13.96643
H27 7.62756 -6.31482 -14.61226
H28 5.66584 -3.76847 -12.91894
H29 7.03343 -2.80486 -13.39076
H30 7.40363 -4.38649 -12.80321
C19 10.22028 -8.87389 -13.27555
C20 9.96936 -7.39048 -13.35407
C21 9.55960 -6.62653 -12.11140
O12 9.95210 -6.82244 -14.42555
H31 10.33566 -9.10598 -12.21142
H32 11.14316 -9.12995 -13.79074
H33 9.38776 -9.43774 -13.69001
H34 9.27709 -5.61692 -12.39945
H35 10.43845 -6.43703 -11.47553
H36 8.89593 -7.16176 -11.43805
C22 3.02908 -3.66655 -11.53903
C23 3.77748 -3.51524 -10.22519
C24 2.95905 -3.41887 -8.95865
O13 4.98574 -3.55077 -10.18008
H37 2.06671 -3.15754 -11.48319
H38 2.84557 -4.72505 -11.73640
H39 3.59578 -3.28731 -12.38471
H40 2.42374 -2.46554 -8.97836
H41 3.59313 -3.35258 -8.07660
H42 2.30276 -4.28403 -8.87558